# 1
ORCA calculation (ωB97M-V/def2-TZVPD) on a structure of composition C44H41BCsFN11O5S2 in a non-equilibrium geometry.

Geometry (Å):
Cs  1.94113  -24.70187  -8.28310
N  0.59414  -25.42033  -12.35419
C  -0.39337  -24.49425  -12.14125
N  -1.19561  -24.35260  -11.12273
C  -0.81908  -25.06624  -9.96744
N  -1.25056  -24.78588  -8.74675
N  -2.14838  -23.76920  -8.53698
C  -2.36062  -23.64742  -7.08587
C  -2.70756  -22.26923  -6.68109
C  -2.86497  -21.72416  -5.40175
C  -2.92577  -20.34073  -5.34247
C  -2.84626  -19.60065  -6.46699
C  -2.82321  -20.19037  -7.74871
N  -2.67856  -21.58609  -7.89278
C  0.07037  -26.24716  -10.17986
C  0.33913  -27.13395  -9.07344
C  1.27887  -28.12366  -9.28575
C  2.03393  -28.22717  -10.47770
C  1.93593  -27.28832  -11.46005
C  0.88246  -26.28856  -11.33252
H  1.32712  -25.13722  -13.05759
H  -0.57205  -23.74484  -12.92020
H  -2.06436  -24.51607  -6.57637
H  -2.87999  -22.50714  -4.57206
H  -2.96573  -19.87162  -4.36107
H  -2.88663  -18.52495  -6.70846
H  -2.92542  -19.61485  -8.72701
H  -0.21641  -26.97730  -8.15066
H  1.62408  -28.83072  -8.54617
H  2.79224  -29.00652  -10.60536
H  2.59705  -27.21156  -12.26841
C  6.20075  -28.42607  -4.05124
S  6.06361  -26.66497  -3.97655
C  4.78647  -26.16194  -5.14519
S  3.74270  -27.31776  -5.88824
N  4.88611  -24.88423  -5.11402
N  3.74466  -24.14731  -5.60315
C  3.84694  -22.92344  -5.21031
C  2.84856  -21.95183  -5.68585
C  3.06927  -20.57911  -5.50297
C  2.10245  -19.69856  -5.96442
C  0.95870  -20.14089  -6.58580
C  0.89025  -21.52857  -6.84209
N  1.73427  -22.41115  -6.35165
H  6.13075  -28.79263  -3.02669
H  7.08820  -28.75317  -4.55677
H  5.37575  -28.90711  -4.62854
H  4.66096  -22.67989  -4.54664
H  3.98921  -20.34486  -5.04453
H  2.18637  -18.68254  -5.60413
H  0.17921  -19.47980  -7.00978
H  -0.05496  -21.80745  -7.32590
C  9.21660  -22.62649  -12.80440
C  8.26532  -21.71599  -12.15608
N  7.04174  -22.40599  -11.62818
C  5.86920  -22.46438  -12.30698
C  4.81335  -23.20657  -11.95863
C  3.64277  -23.41442  -12.99063
O  3.12776  -24.54723  -12.83298
O  3.43276  -22.48425  -13.82688
C  4.84612  -23.87384  -10.62778
O  3.92209  -24.57158  -10.18488
C  6.07175  -23.73049  -9.88340
C  6.15305  -24.46097  -8.69682
C  7.25923  -24.45113  -7.98283
F  7.32419  -25.22481  -6.90526
C  8.39265  -23.71130  -8.34217
C  8.40277  -23.03093  -9.59689
C  7.20783  -23.06854  -10.40709
N  9.45013  -23.72492  -7.42631
C  10.73374  -23.50250  -7.94980
C  11.80184  -24.17411  -7.03344
N  11.72707  -23.61618  -5.68128
C  10.37054  -23.78289  -5.06456
C  9.27988  -23.22015  -6.02046
H  9.91405  -21.86236  -13.22264
H  8.72040  -23.17472  -13.54725
H  9.88532  -23.16888  -12.10441
H  7.90828  -20.95051  -12.83023
H  8.80975  -21.14776  -11.39944
H  5.80785  -21.86838  -13.23353
H  5.34649  -25.05618  -8.32839
H  9.26062  -22.55167  -9.97945
H  11.03636  -22.42086  -8.09513
H  10.76901  -23.88209  -8.94581
H  12.74151  -23.85430  -7.45613
H  11.69865  -25.28276  -7.09733
H  -1.75745  -34.92528  -5.88629
H  12.28736  -24.18646  -5.01816
H  10.32975  -23.28217  -4.13669
H  10.03325  -24.86891  -4.85754
H  9.31023  -22.13518  -6.00885
H  8.33442  -23.53994  -5.64782
O  -0.75625  -22.06378  -9.29436
B  -2.14666  -22.37168  -9.06415
O  -2.87074  -21.73508  -10.21178
C  -1.96593  -21.17291  -11.00122
C  -2.19070  -20.42355  -12.08257
C  -1.07165  -20.20595  -12.92944
C  0.19692  -20.66905  -12.56242
C  0.46229  -21.36421  -11.33467
C  -0.66370  -21.39937  -10.55671
H  -3.18125  -20.27527  -12.43183
H  -1.17577  -19.63413  -13.84100
H  1.06673  -20.53298  -13.18432
H  1.42777  -21.84877  -11.12859

Values from the calculation:
- F_max (Eh/bohr) = 0.1200
- frontier orbital gap (alpha / beta) (eV) = 5.51 / 6.16
- charge = -1
- calculated total energy (eV) = -98532.90319

# 2
ORCA calculation (ωB97M-V/def2-TZVPD) on a structure of composition C44H41BrCaF4O5P2Se2Si.

Geometry (Å):
Ca  0.58983  -0.97468  -0.15088
O  5.95586  -1.05762  2.95536
C  4.92550  -1.05154  2.31530
C  3.80340  -2.06388  2.41594
O  3.85700  -3.12047  3.01651
C  2.67867  -1.48400  1.66749
C  3.14091  -0.36792  0.93171
O  2.41716  0.28703  0.09068
C  4.49030  -0.00407  1.32198
O  5.14501  0.97140  0.97252
O  1.48515  -1.91168  1.63039
Se  -1.71055  -2.20004  4.65053
P  -1.18338  -0.33943  3.76383
Se  -1.69261  -0.01001  1.66038
C  0.55347  0.12084  4.09198
C  1.22698  -0.42892  5.17740
C  2.53223  -0.05541  5.44908
C  3.17585  0.87463  4.64710
C  2.51073  1.41782  3.55953
C  1.20971  1.03647  3.27878
C  -2.09504  1.03430  4.55854
C  -3.23127  0.78088  5.31031
C  -3.96972  1.83175  5.83283
C  -3.57171  3.13981  5.61733
C  -2.42590  3.39636  4.87492
C  -1.69383  2.34943  4.34657
H  0.72948  -1.17827  5.77744
H  3.06039  -0.51915  6.27011
H  4.21150  1.12960  4.82955
H  3.02782  2.09515  2.89281
H  0.70513  1.42666  2.40160
H  -3.51968  -0.24860  5.48110
H  -4.85989  1.62235  6.41386
H  -4.14908  3.95980  6.02646
H  -2.10307  4.41499  4.70160
H  -0.81504  2.55679  3.75193
F  -0.46494  4.63501  -6.27775
C  -0.61266  4.01326  -5.11247
C  -1.66335  4.35864  -4.27366
F  -2.51900  5.30987  -4.63874
C  -1.79789  3.70909  -3.06110
F  -2.80632  4.10531  -2.28514
C  -0.92765  2.70636  -2.65742
P  -1.10421  1.80586  -1.04431
C  -0.58057  3.13943  0.08048
C  -1.40346  4.14914  0.57756
C  -0.88307  5.12405  1.41446
C  0.46918  5.11937  1.73320
C  1.29734  4.13811  1.21453
C  0.77658  3.13887  0.40328
C  -2.91423  1.60827  -0.97976
C  -3.76154  2.04993  0.02866
C  -5.11290  1.74990  -0.01643
C  -5.63481  1.00313  -1.06142
C  -4.79108  0.53733  -2.05902
C  -3.44064  0.83333  -2.01280
C  0.13391  2.38488  -3.50987
Br  1.41682  1.08388  -3.06566
C  0.28153  3.02552  -4.72811
F  1.27334  2.72731  -5.56233
H  -2.45166  4.18383  0.30703
H  -1.53693  5.88953  1.81340
H  0.87472  5.88191  2.38773
H  2.35298  4.11716  1.45420
H  1.43944  2.34727  0.06386
H  -3.36437  2.57814  0.88759
H  -5.75414  2.08483  0.78882
H  -6.69042  0.76473  -1.08677
H  -5.17450  -0.07810  -2.86268
H  -2.78348  0.43595  -2.78009
C  -0.16724  -2.40057  -4.28601
Si  0.64672  -2.76443  -2.57202
C  2.51818  -3.13526  -3.07641
C  2.71698  -3.92568  -4.36791
C  3.21794  -1.78979  -3.27284
C  3.23559  -3.85749  -1.94169
C  -0.19068  -4.46539  -2.05043
C  0.17729  -4.82836  -0.61556
C  -1.70247  -4.21479  -2.07599
C  0.09979  -5.66848  -2.94246
H  -0.16497  -3.26691  -4.95227
H  0.36206  -1.58952  -4.79790
H  -1.20049  -2.07207  -4.17349
H  2.31307  -3.39285  -5.22970
H  2.24746  -4.90853  -4.34170
H  3.78725  -4.07916  -4.55653
H  2.76842  -1.23236  -4.09338
H  4.27275  -1.94014  -3.53582
H  3.19527  -1.17246  -2.36907
H  2.89659  -4.89045  -1.84268
H  3.08104  -3.37131  -0.97428
H  4.31718  -3.88126  -2.11982
H  -0.07069  -4.03632  0.09478
H  1.24047  -5.03632  -0.49092
H  -0.37307  -5.72127  -0.29632
H  -1.98345  -3.36170  -1.45254
H  -2.23889  -5.08924  -1.68688
H  -2.07125  -4.02521  -3.08452
H  1.13540  -5.99880  -2.84620
H  -0.08327  -5.45778  -3.99881
H  -0.53632  -6.51757  -2.66247

Values from the calculation:
- F_max (Eh/bohr) = 0.0177
- frontier orbital gap (eV) = 5.72
- charge = -2
- ΔE to the lowest compared entry with this formula, charge and spin (kJ/mol) = 63.1
- calculated total energy (eV) = -313035.97215

# 3
ORCA calculation (ωB97M-V/def2-TZVPD) on a structure of composition C44H41BrCl2N3O4P2PtS.

Geometry (Å):
Pt  -0.09665  -0.13620  -0.13024
C  0.10346  -0.04198  3.40907
O  -0.64044  -0.70828  2.37823
C  -1.49930  -1.70334  2.77208
C  -1.77419  -2.01303  4.08952
C  -2.65668  -3.05514  4.35238
Br  -3.01840  -3.48925  6.15139
C  -3.26270  -3.77025  3.34747
C  -2.98276  -3.45658  2.01297
C  -2.08772  -2.43666  1.74848
O  -1.70972  -2.10640  0.44030
C  -3.66514  -4.25221  0.96580
N  -4.37801  -5.30467  1.23769
C  -4.85329  -5.74790  0.00763
C  -5.66387  -6.84400  -0.29146
C  -5.98919  -7.06276  -1.61390
C  -5.52216  -6.21429  -2.63507
C  -4.71748  -5.12917  -2.35814
C  -4.39885  -4.91847  -1.01624
N  -3.61597  -3.97254  -0.38036
H  -0.56801  0.41158  4.13515
H  0.67060  0.73692  2.91799
H  0.78087  -0.74173  3.89684
H  -1.30982  -1.48966  4.90932
H  -3.95793  -4.57154  3.55475
H  -1.08684  -2.78304  0.13103
H  -6.02033  -7.49277  0.49900
H  -6.61848  -7.90307  -1.87798
H  -5.79714  -6.42278  -3.66128
H  -4.35397  -4.48106  -3.14667
H  -3.23648  -3.13649  -0.78504
C  -0.46713  7.25378  -3.32098
S  1.03829  6.35280  -3.74861
C  0.28372  4.93326  -4.58409
C  -0.32441  3.88866  -3.65404
C  0.70390  3.34990  -2.66920
N  0.26788  2.15208  -1.91908
P  0.69236  0.56698  -2.32424
C  0.15268  0.38093  -4.03396
C  0.96457  0.75987  -5.10145
C  0.44765  0.75336  -6.39000
C  -0.86546  0.35945  -6.61597
C  -1.67124  -0.03816  -5.55572
C  -1.16175  -0.03065  -4.26642
C  2.48868  0.46128  -2.36266
C  3.09651  -0.63589  -2.97825
C  4.47051  -0.80494  -2.89386
C  5.24097  0.11577  -2.19265
C  4.64102  1.20810  -1.58344
C  3.26677  1.37908  -1.66310
P  -0.42026  2.15405  -0.38023
C  -2.09432  2.78878  -0.51413
C  -2.74952  3.31837  0.60119
C  -4.06370  3.74514  0.49372
C  -4.73346  3.63287  -0.71886
C  -4.09626  3.07783  -1.82100
C  -2.78100  2.64975  -1.71989
C  0.54062  3.31166  0.60562
C  0.20163  4.66290  0.70962
C  1.03209  5.53379  1.39868
C  2.20121  5.06571  1.98476
C  2.55184  3.72626  1.87216
C  1.72640  2.84714  1.18574
H  -0.15710  8.15754  -2.79906
H  -1.11471  6.67533  -2.66106
H  -1.01275  7.53712  -4.22062
H  1.07381  4.48885  -5.19398
H  -0.47573  5.31735  -5.26576
H  -0.71328  3.06176  -4.25712
H  -1.17181  4.32256  -3.11757
H  0.97815  4.12362  -1.95388
H  1.62274  3.09248  -3.20215
H  1.98905  1.06628  -4.93096
H  1.07421  1.05359  -7.22010
H  -1.25982  0.35296  -7.62454
H  -2.68947  -0.35984  -5.73575
H  -1.78612  -0.34526  -3.43514
H  2.49996  -1.35560  -3.52802
H  4.94014  -1.65565  -3.37200
H  6.31268  -0.02191  -2.11835
H  5.24208  1.92317  -1.03493
H  2.80255  2.22770  -1.17612
H  -2.23899  3.39002  1.55466
H  -4.56641  4.16261  1.35702
H  -5.75741  3.97535  -0.80276
H  -4.62421  2.97786  -2.76116
H  -2.28341  2.22221  -2.58241
H  -0.69728  5.04381  0.23976
H  0.76794  6.58099  1.47212
H  2.84297  5.74924  2.52678
H  3.46761  3.36004  2.32063
H  2.01800  1.80642  1.09179
Cl  1.22912  -3.37566  1.82804
C  2.11416  -2.74386  0.43026
Cl  1.04544  -2.76747  -1.01512
C  2.62306  -1.33388  0.75713
O  3.76687  -1.26854  1.13545
O  1.78929  -0.32926  0.70301
H  2.94484  -3.40248  0.22708

Values from the calculation:
- F_max (Eh/bohr) = 0.0181
- frontier orbital gap (alpha / beta) (eV) = 7.49 / 5.80
- charge = +1
- spin multiplicity = 3
- calculated total energy (eV) = -186696.68645